(1)
Computed, not measured: a cluster of 2 separate species, C9H8N2S in total at a distorted geometry, with ωB97M-V/def2-TZVPD.

Each line ends with the Mulliken charge.
Element x y z (Å)
N (1.59088, -3.53449, 0.46388)  -0.50
C (1.24186, -2.44604, 0.85969)  0.41
C (0.59995, -1.41699, 1.20478)  -0.99
C (-0.40210, -0.60484, 0.45124)  1.28
C (-0.58504, -0.72803, -0.88244)  -0.39
C (-1.25132, 0.23708, -1.63906)  -0.37
C (-1.98105, 1.24070, -1.03064)  -0.78
C (-1.90931, 1.32078, 0.36109)  -0.21
C (-1.12652, 0.43138, 1.15249)  -0.78
H (2.50435, -3.82315, -0.00798)  0.29
H (0.80669, -1.10277, 2.26141)  0.30
H (0.05163, -1.41917, -1.37909)  0.32
H (-1.67124, -0.12625, -2.59135)  0.32
H (-2.29154, 2.06802, -1.56834)  0.43
H (-2.43548, 2.13066, 0.89847)  0.31
H (-1.20752, 0.43796, 2.23631)  0.38
N (1.68734, 1.59063, -0.92947)  -0.38
C (2.35379, 1.92225, 0.02565)  0.44
S (3.30492, 2.03330, 1.22048)  -0.38
H (0.71970, 1.78897, -1.10711)  0.33

Output
HOMO-LUMO gap = 9.01 eV
energy = -23275.4383 eV
relative energy (zero: lowest compared OMol25 entry of this formula, charge and spin) = 2.865 eV
SMILES string = N=C=Cc1ccccc1.N=C=S
HOMO energy = -8.30 eV

=====

(2)
Computed, not measured: an isolated molecule of C6H9N, with ωB97M-V/def2-TZVPD.

Each line ends with the Mulliken charge.
Element x y z (Å)
C (2.63613, 0.77501, 2.02071)  -1.29
C (1.70231, 0.12966, 1.09163)  0.79
C (0.94459, -0.40990, 0.32246)  -0.14
C (0.01162, -1.05257, -0.62191)  -0.96
C (-1.41187, -0.62166, -0.32306)  0.12
C (-1.86944, 0.71313, -0.84997)  -0.54
N (-2.39498, -0.53433, -1.37927)  -0.60
H (2.71750, 1.84952, 1.82362)  0.29
H (3.63986, 0.34500, 1.93419)  0.29
H (2.30841, 0.64713, 3.05771)  0.29
H (0.15551, -2.14026, -0.59032)  0.30
H (0.22105, -0.71915, -1.64129)  0.31
H (-1.77435, -0.99610, 0.64697)  0.38
H (-1.37840, 1.27045, -1.65589)  0.25
H (-2.32870, 1.38442, -0.12714)  0.26
H (-3.34460, -0.79050, -1.14604)  0.24

Output
HOMO-LUMO gap = 10.42 eV
energy = -7855.0568 eV
relative energy (zero: lowest compared OMol25 entry of this formula, charge and spin) = 3.103 eV
SMILES string = CC#CC[C@H]1CN1
HOMO energy = -9.37 eV

=====

(3)
Computed, not measured: a cluster of 2 separate species, C24H58B2FN7O9PS in total at a distorted geometry, with ωB97M-V/def2-TZVPD.

Each line ends with the Mulliken charge.
Element x y z (Å)
C (1.11559, 0.79090, 6.13223)  -0.79
N (0.17164, 1.31431, 5.06196)  -0.09
C (0.91127, 1.28255, 3.77196)  -1.06
C (0.08155, 0.67736, 2.49391)  0.59
B (-0.94108, 1.93929, 2.10332)  0.49
N (-1.32835, 3.04344, 3.03985)  -0.56
O (-1.53741, 2.05435, 0.76896)  -0.73
N (1.09946, 0.45969, 1.44463)  1.51
C (1.78641, 1.60520, 0.87639)  -0.27
C (1.29267, 2.06838, -0.61779)  -0.05
C (2.48845, 2.21739, -1.66853)  0.05
C (3.69572, 3.16021, -1.20300)  -0.43
C (4.85785, 3.00135, -2.33574)  -0.53
O (5.30633, 1.62744, -2.48972)  -0.26
C (5.16342, 1.16004, -3.82616)  0.56
C (3.87382, 0.46185, -4.44178)  -0.52
O (6.15758, 1.29129, -4.59131)  -0.55
C (1.65267, -0.87163, 1.25185)  1.67
C (2.26030, -1.10841, -0.24552)  -0.97
N (2.93839, -2.45889, -0.36552)  -0.58
C (2.86470, -1.30398, 2.25105)  -1.00
C (4.25111, -0.54979, 2.04639)  -0.90
C (4.55025, 0.61919, 3.14248)  -0.31
S (6.33484, 1.17179, 3.02812)  -0.24
C (0.59431, -2.10575, 1.38089)  -2.94
N (-0.82048, -1.67582, 1.77026)  1.24
B (-1.64452, -1.25793, 0.54904)  0.56
N (-3.11124, -0.90480, 0.59833)  -0.39
O (-1.08102, -1.08070, -0.78435)  -0.80
P (-1.59534, -3.25537, 2.22124)  0.72
O (-0.92467, -4.01765, 3.34959)  -0.69
O (-1.50595, -4.26591, 0.82992)  -0.52
O (-3.23164, -3.14772, 2.58623)  -0.56
C (-0.74391, -0.67065, 2.88806)  0.59
F (0.11845, -1.31905, 3.87974)  -0.62
C (-2.07501, -0.41924, 3.72571)  -0.89
O (-2.14668, -1.41070, 4.82402)  -0.08
O (-3.46706, -1.46132, 5.15478)  -0.47
H (2.03788, 1.49275, 6.11871)  0.30
H (0.61753, 0.83457, 7.15413)  0.32
H (1.47521, -0.26837, 5.85019)  0.22
H (-0.03627, 2.29458, 5.33649)  0.36
H (1.16415, 2.38612, 3.52917)  0.38
H (1.91194, 0.77414, 3.94094)  -0.14
H (-0.56604, 3.71062, 3.21092)  0.32
H (-1.75124, 2.69804, 3.91115)  0.34
H (-2.51518, 2.10343, 0.90625)  0.29
H (2.90852, 1.37982, 0.70389)  -0.63
H (1.81950, 2.57732, 1.48587)  0.41
H (0.78227, 3.10100, -0.54267)  0.50
H (0.46359, 1.35786, -0.99503)  -0.46
H (2.03258, 2.72547, -2.60481)  0.51
H (2.83140, 1.18242, -2.04940)  -0.55
H (4.20415, 2.80796, -0.22491)  0.16
H (3.39382, 4.24759, -1.03658)  0.33
H (5.76743, 3.59853, -1.96444)  0.30
H (4.40923, 3.43380, -3.29899)  0.34
H (3.50871, -0.45549, -3.86005)  0.12
H (3.97840, 0.14678, -5.52964)  0.33
H (3.00115, 1.22013, -4.39586)  0.17
H (1.45846, -1.09422, -1.05535)  0.41
H (3.04601, -0.34359, -0.54302)  0.12
H (3.93426, -2.24491, -0.15123)  0.34
H (2.95209, -2.76682, -1.35318)  0.32
H (2.58132, -1.17367, 3.36536)  0.28
H (3.10177, -2.43430, 2.17828)  0.71
H (4.44826, -0.08478, 1.02892)  0.17
H (5.09804, -1.31885, 2.21502)  0.52
H (4.44300, 0.14440, 4.19089)  0.33
H (3.86383, 1.52011, 3.03094)  0.06
H (7.15446, 0.05608, 2.92023)  0.15
H (1.02120, -2.89426, 2.10866)  0.29
H (0.50689, -2.69560, 0.39097)  0.82
H (-3.22123, 0.07069, 0.91920)  0.21
H (-3.50100, -0.90570, -0.36510)  0.24
H (-1.16328, -0.12771, -1.04462)  0.23
H (-0.56159, -4.54894, 0.76166)  0.38
H (-3.41957, -3.71416, 3.36876)  0.38
H (-2.12930, 0.56924, 4.29709)  0.30
H (-3.05794, -0.53355, 3.16334)  0.28
H (-3.78117, -2.39276, 5.14414)  0.31
C (-4.44029, 1.38242, -2.96648)  -1.38
C (-3.81250, 0.34720, -3.89044)  -0.46
N (-4.43323, -0.96973, -3.80614)  0.25
C (-3.65448, -2.02099, -4.45730)  -0.46
C (-3.46217, -1.92716, -5.96978)  -1.07
C (-5.87374, -1.01959, -4.04402)  -0.73
C (-6.39426, -0.48773, -5.37834)  -0.97
H (-4.45413, 1.02851, -1.93100)  0.17
H (-3.86001, 2.30873, -2.99501)  0.45
H (-5.46148, 1.63165, -3.26351)  0.35
H (-2.75929, 0.25990, -3.59945)  0.44
H (-3.82233, 0.73602, -4.91600)  0.32
H (-4.09221, -2.99605, -4.21743)  0.48
H (-2.66111, -2.04043, -3.99179)  0.06
H (-4.37170, -2.18878, -6.50939)  0.22
H (-2.69064, -2.63694, -6.28569)  0.43
H (-3.13725, -0.93405, -6.28749)  0.27
H (-6.37160, -0.46366, -3.24169)  0.36
H (-6.22699, -2.04807, -3.91233)  0.38
H (-5.94812, 0.47195, -5.65074)  0.26
H (-7.47522, -0.33458, -5.31384)  0.38
H (-6.22295, -1.19516, -6.18992)  0.26

Output
HOMO-LUMO gap = 6.76 eV
energy = -78870.8161 eV
HOMO energy = -10.24 eV
total charge = +1